## w
{
  "formula": "C4H13N2S",
  "method": "ωB97M-V/def2-TZVPD",
  "elements": ["C", "C", "S", "H", "H", "H", "H", "H", "H", "C", "C", "N", "N", "H", "H", "H", "H", "H", "H", "H"],
  "positions_angstrom": [[-0.12397, 2.29759, 1.26087], [-1.03977, 1.25821, 1.87778], [-2.15586, 0.53315, 0.60438], [-0.70467, 3.09217, 0.78515], [0.53923, 1.85830, 0.51898], [0.49791, 2.74935, 2.03170], [-0.48610, 0.44346, 2.33006], [-1.67004, 1.70502, 2.64539], [-2.70891, -0.36486, 1.43490], [1.09039, -0.56930, -1.51259], [0.69889, -1.82819, -1.29360], [-0.64405, -2.08010, -0.72075], [2.35650, -0.24658, -1.89075], [0.35971, 0.23432, -1.46346], [1.31977, -2.69558, -1.41900], [-0.75600, -3.06104, -0.47135], [-0.82569, -1.50247, 0.11602], [-1.38477, -1.80548, -1.37109], [3.10240, -0.75245, -1.44332], [2.53503, 0.73446, -2.01930]],
  "lowdin_charge": [-0.1686, -0.5720, 0.7116, 0.0801, 0.0481, 0.0836, 0.0633, 0.0733, -0.1219, -0.1929, -0.0978, 0.1527, 0.0960, 0.1165, 0.1183, 0.1677, 0.0691, 0.1556, 0.1122, 0.1050],
  "mol_weight_g_mol": 121.23,
  "lumo_energy_ev": -3.1774,
  "total_charge": 1,
  "e_homo_ev": -12.97
}

---

## x
{
  "formula": "C4H13N2S",
  "method": "ωB97M-V/def2-TZVPD",
  "elements": ["N", "C", "C", "N", "C", "C", "S", "H", "H", "H", "H", "H", "H", "H", "H", "H", "H", "H", "H", "H"],
  "positions_angstrom": [[0.09674, 1.78500, -1.42879], [-1.07140, 0.87976, -1.65565], [-0.81915, -0.54079, -1.28109], [-0.52095, -0.69327, 0.19459], [0.87706, -1.04598, 0.67328], [0.95844, -0.74540, 2.16207], [0.33179, 0.90353, 2.62422], [0.73337, 1.32487, -2.11420], [-0.09330, 2.58057, -2.07442], [-1.84831, 1.14119, -0.90866], [-1.51679, 0.93781, -2.64074], [-1.65702, -1.21954, -1.42915], [0.08555, -0.89374, -1.78894], [-0.71123, 0.18391, 0.70756], [-1.18695, -1.36514, 0.58903], [1.65103, -0.52083, 0.08380], [1.04936, -2.09499, 0.43362], [0.18892, -1.36412, 2.62642], [1.96555, -0.82900, 2.69984], [1.48731, 1.57615, 2.52721]],
  "lowdin_charge": [0.0173, -0.2721, -0.1276, 0.0138, -0.1901, -0.5074, 0.7685, 0.0815, 0.0957, 0.1243, 0.1251, 0.1394, 0.1337, 0.0672, 0.1801, 0.1381, 0.1328, 0.0667, 0.1208, -0.1077],
  "mol_weight_g_mol": 121.23,
  "smiles": "NCC[NH2+]CCS",
  "lumo_energy_ev": -3.0859,
  "total_charge": 1,
  "e_homo_ev": -13.37
}

---

Relative energies with respect to the most stable structure, expressed in kJ/mol: w 0.0; x 14.3.

---

## w
{
  "formula": "C4H12NOS",
  "method": "ωB97M-V/def2-TZVPD",
  "elements": ["C", "N", "C", "C", "S", "C", "H", "H", "H", "H", "H", "H", "H", "H", "H", "H", "H", "H", "O"],
  "positions_angstrom": [[-1.25413, 0.95876, -0.04811], [-0.29122, 0.40628, -1.00614], [-0.10334, -1.06821, -0.86003], [1.35461, -1.57643, -0.89437], [1.59489, -2.97661, 0.28513], [-1.38977, 2.45117, -0.24916], [-0.89290, 0.73913, 0.96552], [-2.23080, 0.49559, -0.25433], [0.59990, 0.85225, -0.80635], [-0.40758, -1.19757, 0.18685], [-0.74312, -1.62610, -1.54745], [1.57055, -1.79463, -1.95114], [1.98992, -0.71756, -0.63106], [-0.47280, 2.98310, 0.01581], [-2.22755, 2.87995, 0.29564], [-1.62470, 2.57750, -1.32502], [2.01782, -0.65397, 2.93433], [1.31204, -1.57183, 1.99515], [1.19818, -1.16083, 2.89472]],
  "lowdin_charge": [-0.3299, -0.1126, -0.3348, -0.7267, 0.1986, -0.1282, 0.1073, 0.1131, 0.0808, 0.0565, 0.0968, 0.0348, 0.0316, 0.0637, 0.0554, 0.0716, 0.0024, -0.1132, -0.1673],
  "mol_weight_g_mol": 122.21,
  "lumo_energy_ev": 3.5966,
  "total_charge": -1,
  "e_homo_ev": -2.87
}

---

## x
{
  "formula": "C4H12NOS",
  "method": "ωB97M-V/def2-TZVPD",
  "elements": ["C", "C", "S", "C", "H", "H", "H", "H", "H", "H", "H", "H", "N", "C", "O", "H", "H", "H", "H"],
  "positions_angstrom": [[-0.74200, -0.79789, -2.28009], [-1.64248, -0.56478, -1.06095], [-2.29441, 1.12766, -1.00294], [-1.12808, 1.93817, 0.11811], [-0.27441, -1.78304, -2.20573], [0.09051, -0.10062, -2.18122], [-1.24676, -0.66022, -3.23594], [-0.98813, -0.73075, -0.20094], [-2.50799, -1.22602, -1.05563], [-1.62561, 2.10525, 1.07480], [-0.25837, 1.26005, 0.25668], [-0.75786, 2.89546, -0.24974], [2.06078, -1.20480, 2.32808], [1.96973, 0.03686, 1.50041], [1.14644, -0.04775, 0.44331], [2.37333, -1.93933, 1.70145], [1.11722, -1.40939, 2.62057], [1.68236, 0.84168, 2.21460], [3.02572, 0.25943, 1.21520]],
  "lowdin_charge": [-0.1911, -0.5786, 0.7221, -0.4341, 0.0624, 0.0586, 0.0499, 0.0457, 0.0452, 0.0123, -0.0013, 0.0181, -0.0470, -0.6004, -0.3455, 0.0241, 0.0208, 0.0711, 0.0677],
  "mol_weight_g_mol": 122.21,
  "lumo_energy_ev": 3.4360,
  "total_charge": -1,
  "e_homo_ev": -3.06
}

---

Relative energies with respect to the most stable structure, expressed in kJ/mol: w 0.0; x 66.7.

---

## w
{
  "formula": "C4H12NOS",
  "method": "ωB97M-V/def2-TZVPD",
  "elements": ["C", "N", "C", "C", "S", "C", "H", "H", "H", "H", "H", "H", "H", "H", "H", "H", "H", "H", "O"],
  "positions_angstrom": [[-0.71976, 1.44742, 1.41721], [-0.99224, 0.38199, 0.43267], [0.23283, -0.30354, 0.03270], [-0.07262, -1.27236, -1.15290], [1.33063, -1.47194, -2.30166], [0.91912, -1.13772, 1.15407], [-0.66852, 1.08671, 2.42746], [0.14153, 2.16588, 1.21718], [-1.74639, 2.02100, 1.28606], [-1.56455, -0.32066, 0.81780], [0.99265, 0.42709, -0.30212], [-0.34590, -2.33839, -0.88777], [-0.90308, -0.88037, -1.66310], [1.25192, -0.48141, 2.03469], [1.87115, -1.42573, 0.74065], [0.45267, -2.02131, 1.66159], [0.42884, 0.95317, -2.76917], [-0.55844, 1.42520, -1.74389], [-0.04983, 1.74495, -2.40145]],
  "lowdin_charge": [-0.1473, -0.1183, -0.5186, -0.7343, 0.1457, -0.1078, 0.0379, 0.0990, 0.0969, 0.0832, 0.1064, 0.0450, 0.0047, 0.0691, 0.0388, 0.0748, -0.0118, -0.0859, -0.0775],
  "mol_weight_g_mol": 122.21,
  "lumo_energy_ev": 3.6440,
  "total_charge": -1,
  "e_homo_ev": -2.66
}

---

## x
{
  "formula": "C4H12NOS",
  "method": "ωB97M-V/def2-TZVPD",
  "elements": ["C", "N", "C", "C", "S", "C", "H", "H", "H", "H", "H", "H", "H", "H", "H", "H", "H", "H", "O"],
  "positions_angstrom": [[-1.90848, 0.17516, -1.35155], [-1.06658, 0.14602, -0.16421], [0.41924, -0.06226, -0.43819], [1.35594, 0.19401, 0.77914], [1.97638, -1.36843, 1.47120], [-1.76807, -1.03758, -2.29808], [-2.93814, 0.33971, -1.01467], [-1.62998, 1.02745, -1.97752], [-1.23996, -0.71894, 0.35106], [0.60858, 0.70524, -1.21194], [0.57112, -1.02795, -0.91333], [0.72050, 0.71728, 1.49476], [2.18503, 0.79319, 0.43777], [-1.92981, -1.93163, -1.67625], [-2.36631, -0.93990, -3.20121], [-0.70606, -1.18092, -2.47806], [-0.47462, 2.60006, 1.59004], [-0.97661, 2.01477, 0.27744], [-0.71296, 2.85617, 0.72205]],
  "lowdin_charge": [-0.3124, -0.1206, -0.3246, -0.7756, 0.0513, -0.1041, 0.1027, 0.1009, 0.1072, 0.1013, 0.0569, 0.0144, 0.0209, 0.0743, 0.0626, 0.0478, -0.0084, -0.0037, -0.0908],
  "mol_weight_g_mol": 122.21,
  "lumo_energy_ev": 3.5044,
  "total_charge": -1,
  "e_homo_ev": -2.48
}

---

## y
{
  "formula": "C4H12NOS",
  "method": "ωB97M-V/def2-TZVPD",
  "elements": ["N", "C", "O", "H", "H", "H", "H", "C", "C", "C", "S", "H", "H", "H", "H", "H", "H", "H", "H"],
  "positions_angstrom": [[-1.64419, 1.49983, -0.82404], [-1.62389, 1.43402, 0.67493], [-0.61428, 0.71648, 1.23782], [-1.75872, 0.55640, -1.20058], [-2.42644, 2.10884, -1.11213], [-1.56814, 2.57885, 1.01395], [-2.61718, 1.01926, 0.97656], [1.18734, 0.59019, -0.94804], [1.04082, -0.95160, -0.68161], [1.29687, -1.38752, 0.75659], [0.93039, -3.17188, 1.12133], [1.03035, 0.85101, -2.01261], [2.10590, 0.96876, -0.55119], [0.36884, 1.01596, -0.33804], [-0.00100, -1.28938, -0.97886], [1.73758, -1.60873, -1.36612], [0.51719, -0.89331, 1.32647], [2.26288, -1.08673, 1.10379], [-0.22433, -2.95044, 1.80178]],
  "lowdin_charge": [-0.0631, -0.5646, -0.3574, 0.0444, 0.0403, 0.0931, 0.0606, -0.1392, -0.3414, -0.5889, 0.5966, 0.0609, 0.0446, 0.0096, 0.0938, 0.1010, 0.0140, 0.0537, -0.1581],
  "mol_weight_g_mol": 122.21,
  "lumo_energy_ev": 3.3406,
  "total_charge": -1,
  "e_homo_ev": -2.92
}

---

## z
{
  "formula": "C4H12NOS",
  "method": "ωB97M-V/def2-TZVPD",
  "elements": ["C", "N", "C", "C", "S", "C", "H", "H", "H", "H", "H", "H", "H", "H", "H", "H", "H", "H", "O"],
  "positions_angstrom": [[-2.05728, 1.88458, -1.53028], [-1.42914, 1.55382, -0.27658], [-0.58107, 0.36640, -0.27661], [-0.45095, -0.14994, 1.14441], [1.04700, -1.02211, 1.69820], [-0.88479, -0.76824, -1.24425], [-1.27036, 1.94637, -2.29330], [-2.58259, 2.84301, -1.48982], [-2.79200, 1.18069, -1.96000], [-2.07311, 1.49894, 0.50220], [0.45346, 0.66335, -0.52071], [-1.35050, -0.74089, 1.39236], [-0.55128, 0.73030, 1.79447], [-0.10521, -1.49919, -1.05547], [-1.81520, -1.29293, -1.00602], [-0.84377, -0.47216, -2.28928], [2.17420, -1.01505, -1.48228], [2.44694, -0.67348, -0.09312], [2.95022, -0.80541, -0.94237]],
  "lowdin_charge": [-0.1747, -0.0983, -0.5176, -0.7429, 0.2326, -0.0969, 0.0765, 0.0635, 0.0653, 0.0922, 0.1143, 0.0457, 0.0318, 0.0498, 0.0756, 0.0597, -0.0085, -0.1020, -0.1657],
  "mol_weight_g_mol": 122.21,
  "lumo_energy_ev": 3.5625,
  "total_charge": -1,
  "e_homo_ev": -2.76
}

---

Relative energies with respect to the most stable structure, expressed in kJ/mol: w 72.0; x 42.7; y 164.2; z 0.0.

---

## w
{
  "formula": "C4H12S",
  "method": "ωB97M-V/def2-TZVPD",
  "elements": ["C", "S", "C", "H", "H", "H", "H", "H", "H", "C", "C", "H", "H", "H", "H", "H", "H"],
  "positions_angstrom": [[-2.41171, 2.71138, -3.20387], [-1.33258, 1.49578, -4.03548], [-0.03869, 1.47255, -2.77358], [-2.57149, 2.32987, -2.19893], [-3.36987, 2.70611, -3.68786], [-2.00254, 3.71666, -3.25920], [0.94398, 1.42399, -3.26600], [-0.08640, 2.35349, -2.14390], [0.05672, 0.54683, -2.20587], [1.60053, -2.56642, 2.68810], [1.10187, -2.12499, 4.05430], [0.80870, -2.52815, 1.93782], [2.01038, -3.56775, 2.61055], [2.35900, -1.91555, 2.25527], [0.08210, -2.46234, 4.23219], [1.68379, -2.55050, 4.86096], [1.16621, -1.04096, 4.13549]],
  "lowdin_charge": [-0.4299, 0.7158, -0.4511, 0.0308, 0.0159, 0.0342, 0.0263, 0.0308, 0.0272, -0.1811, -0.1681, 0.0583, 0.0568, 0.0572, 0.0604, 0.0547, 0.0618],
  "mol_weight_g_mol": 92.21,
  "smiles": "CSC.CC",
  "lumo_energy_ev": 0.9421,
  "total_charge": 0,
  "e_homo_ev": -8.48
}

---

## x
{
  "formula": "C4H12S",
  "method": "ωB97M-V/def2-TZVPD",
  "elements": ["C", "C", "S", "H", "H", "H", "H", "H", "H", "C", "C", "H", "H", "H", "H", "H", "H"],
  "positions_angstrom": [[-1.54854, 1.28712, -0.12718], [-1.11281, 0.40771, -1.29107], [-1.36452, -1.39993, -0.74057], [-2.58442, 1.40004, -0.01232], [-1.28529, 2.39837, -0.38955], [-1.20561, 0.93938, 0.74493], [-1.42189, 0.69925, -2.27528], [0.00849, 0.47105, -1.35387], [-2.71818, -1.33915, -0.97791], [1.90774, 0.54943, 1.18384], [3.31546, 0.31758, 1.56653], [1.83282, 1.14331, 0.22997], [1.51355, -0.51141, 0.92850], [1.21548, 1.11147, 1.80116], [3.81774, 1.33851, 1.56632], [3.87342, -0.45299, 1.01622], [3.41517, -0.17001, 2.57816]],
  "lowdin_charge": [-0.2028, -0.5527, 0.6221, 0.0411, 0.1159, -0.0040, 0.0557, 0.0509, -0.1418, -0.2192, -0.2127, 0.0697, 0.0921, 0.0584, 0.0853, 0.0657, 0.0764],
  "mol_weight_g_mol": 92.21,
  "smiles": "CCS.CC",
  "lumo_energy_ev": 0.9222,
  "total_charge": 0,
  "e_homo_ev": -9.09
}

---

Relative energies with respect to the most stable structure, expressed in kJ/mol: w 0.0; x 67.1.